14
Properties=species:S:1:pos:R:3 method="wB97M-V/def2-TZVPD" relative_energy_ev=3.818 gap_ev=9.13 smiles="C[C@@H]1CN1C=C=O" energy_ev=-8832.385
C 0.486 -0.684 -1.421
C -1.654 0.580 0.094
C -0.256 0.890 0.512
C 1.521 -0.853 -2.269
C 0.384 0.044 1.595
N -0.350 0.425 -0.843
O 2.407 -1.189 -2.947
H 0.231 -1.677 -1.036
H -2.115 -0.332 0.436
H -2.289 1.341 -0.319
H 0.011 1.944 0.596
H -0.016 0.329 2.565
H 1.458 0.196 1.603
H 0.181 -1.013 1.435

14
Properties=species:S:1:pos:R:3 method="wB97M-V/def2-TZVPD" relative_energy_ev=0.797 gap_ev=9.62 smiles="[H]/N=C1/CC(C)=CO1" energy_ev=-8835.406
C -2.072 0.025 -0.409
C -0.629 0.206 -0.066
C 0.365 -0.926 0.012
C 1.667 -0.198 0.244
N 2.826 -0.687 0.221
O 1.384 1.134 0.483
C 0.029 1.317 0.255
H -2.668 0.909 -0.160
H -2.199 -0.175 -1.481
H -2.490 -0.835 0.128
H 0.417 -1.560 -0.877
H 3.524 0.035 0.403
H 0.156 -1.584 0.870
H -0.309 2.339 0.377

14
Properties=species:S:1:pos:R:3 method="wB97M-V/def2-TZVPD" relative_energy_ev=2.868 gap_ev=9.42 energy_ev=-8833.335
O 2.552 0.115 -0.928
C 1.472 0.176 -0.107
C 0.509 1.086 -0.268
C -0.866 0.837 0.284
C -1.456 -0.450 -0.384
C -0.923 -1.018 0.900
N -0.690 0.066 1.547
H 3.114 -0.609 -0.634
H 1.461 -0.554 0.698
H 0.673 1.903 -0.955
H -1.503 1.727 0.333
H -1.055 -0.752 -1.356
H -2.549 -0.498 -0.393
H -0.740 -2.029 1.263

14
Properties=species:S:1:pos:R:3 method="wB97M-V/def2-TZVPD" relative_energy_ev=3.903 gap_ev="7.88 / 7.22" smiles="O=C1C=C=CN1.C" energy_ev=-8832.300
C -2.197 0.606 -0.879
C -0.172 -0.127 0.852
C 0.784 0.855 0.510
N 1.998 0.310 0.519
C 1.810 -1.144 0.355
O 2.724 -1.919 0.362
C 0.343 -1.326 0.513
H -2.741 0.820 -1.798
H -2.393 1.359 -0.112
H -2.475 -0.376 -0.494
H 0.615 1.877 0.176
H 2.882 0.776 0.376
H -0.044 -2.315 0.733
H -1.133 0.603 -1.113

14
Properties=species:S:1:pos:R:3 method="wB97M-V/def2-TZVPD" relative_energy_ev=4.780 gap_ev=9.30 smiles="O=CC12CN(C1)C2" energy_ev=-8831.422
O -1.816 1.991 -0.810
C -1.619 0.800 -0.907
C -0.296 0.142 -0.440
C 0.484 0.889 0.625
N 1.009 -0.505 0.910
C 1.430 -0.628 -0.458
C -0.360 -1.029 0.537
H -2.472 0.138 -1.184
H 1.255 1.582 0.273
H -0.079 1.320 1.458
H 2.311 -0.015 -0.704
H 1.569 -1.672 -0.782
H -0.343 -2.042 0.117
H -1.072 -0.971 1.364

14
Properties=species:S:1:pos:R:3 method="wB97M-V/def2-TZVPD" relative_energy_ev=2.403 gap_ev=10.40 smiles=CO[C@H]1C[C@H]1C#N energy_ev=-8833.800
C 0.009 1.916 0.117
N 0.926 0.029 2.296
C 0.470 -0.668 1.492
O -0.923 0.944 -0.361
C -0.775 -0.409 -0.598
C 0.434 -1.204 -0.978
C -0.166 -1.374 0.412
H -0.250 2.207 1.142
H 1.069 1.639 0.120
H -0.127 2.782 -0.537
H -1.697 -0.743 -1.066
H 1.420 -0.763 -1.068
H 0.259 -2.044 -1.651
H -0.649 -2.311 0.680

14
Properties=species:S:1:pos:R:3 method="wB97M-V/def2-TZVPD" relative_energy_ev=2.829 gap_ev=9.21 smiles=Cc1cocc1N energy_ev=-8833.374
C 0.644 -1.569 0.645
C 0.472 -0.330 -0.173
C 1.280 0.085 -1.201
O 0.944 1.234 -1.755
C -0.536 1.638 -0.944
C -0.581 0.620 -0.070
N -1.708 0.782 0.772
H 0.986 -2.400 0.021
H -0.308 -1.859 1.101
H 1.374 -1.435 1.453
H 2.127 -0.529 -1.558
H -0.659 2.667 -0.581
H -1.520 0.870 1.755
H -2.513 0.227 0.535

14
Properties=species:S:1:pos:R:3 method="wB97M-V/def2-TZVPD" relative_energy_ev=7.182 gap_ev=9.19 energy_ev=-8829.021
O -1.204 1.302 -1.136
C -1.089 0.102 -0.792
C 0.204 -0.645 -1.007
C 1.218 -0.421 0.061
C 0.509 0.286 1.172
C -0.504 -0.655 1.047
N 0.272 -1.566 0.133
H -0.202 1.848 -0.593
H -2.021 -0.455 -0.660
H 0.544 -0.895 -2.011
H 2.285 -0.544 -0.086
H 0.404 1.867 0.141
H 0.891 0.798 2.049
H -1.306 -1.024 1.682

14
Properties=species:S:1:pos:R:3 method="wB97M-V/def2-TZVPD" relative_energy_ev=4.197 gap_ev="8.16 / 8.16" energy_ev=-8832.006
C 0.134 -1.414 0.539
C 0.013 0.093 0.389
C -0.243 0.843 1.631
O -0.150 2.037 1.849
C 0.908 1.523 -0.729
C -0.073 0.615 -0.925
N -0.543 -0.009 -2.034
H 0.343 -1.711 1.572
H 0.919 -1.838 -0.097
H -0.813 -1.903 0.257
H -0.530 0.167 2.464
H 0.763 2.310 0.015
H -0.709 -1.003 -1.964
H -0.108 0.287 -2.897

14
Properties=species:S:1:pos:R:3 method="wB97M-V/def2-TZVPD" relative_energy_ev=1.409 gap_ev=9.67 smiles="[H]/N=C1/C=C(C)CO1" energy_ev=-8834.794
C -1.991 -0.104 -0.518
C -0.547 -0.076 -0.167
C 0.445 -0.956 -0.341
C 1.714 -0.320 0.049
N 2.901 -0.736 -0.080
O 1.389 0.927 0.583
C -0.009 1.016 0.669
H -2.580 0.657 0.009
H -2.032 0.123 -1.586
H -2.440 -1.082 -0.345
H 0.358 -1.974 -0.692
H 3.565 -0.016 0.214
H -0.469 0.452 1.529
H -0.346 2.058 0.665

14
Properties=species:S:1:pos:R:3 method="wB97M-V/def2-TZVPD" relative_energy_ev=0.744 gap_ev=8.82 smiles=Cc1occc1N energy_ev=-8835.459
C 0.515 -0.990 1.662
C -0.106 -0.128 0.617
C 0.245 0.172 -0.664
N 1.407 -0.256 -1.336
C -0.764 1.065 -1.162
C -1.647 1.227 -0.146
O -1.272 0.515 0.937
H 0.361 -2.059 1.462
H 1.595 -0.804 1.716
H 0.074 -0.759 2.638
H 1.373 -0.058 -2.328
H 1.586 -1.246 -1.215
H -0.817 1.512 -2.147
H -2.550 1.810 -0.036

14
Properties=species:S:1:pos:R:3 method="wB97M-V/def2-TZVPD" relative_energy_ev=3.319 gap_ev="8.31 / 8.32" smiles=Cc1occc1N energy_ev=-8832.884
C 1.138 0.481 -1.191
C 0.628 0.722 0.211
C -0.025 -0.344 0.819
N 0.589 -1.512 1.209
C -1.431 -0.155 0.622
C -1.530 1.002 -0.097
O -0.372 1.658 -0.105
H 1.773 -0.397 -1.311
H 0.148 0.320 -1.713
H 1.565 1.370 -1.660
H 0.009 -2.211 1.647
H 1.489 -1.405 1.650
H -2.223 -0.870 0.797
H -2.018 1.137 -1.050

14
Properties=species:S:1:pos:R:3 method="wB97M-V/def2-TZVPD" relative_energy_ev=8.027 gap_ev=8.08 energy_ev=-8828.175
O 0.199 1.717 -1.293
C 1.397 1.365 -1.051
C 0.042 0.241 -0.147
C 0.436 -0.215 1.246
N -0.682 -1.129 0.798
C 0.001 -1.205 -0.558
C -1.420 0.089 0.303
H 2.152 2.103 -1.490
H 1.403 -0.708 1.359
H 0.177 0.411 2.102
H 0.941 -1.760 -0.553
H -0.666 -1.506 -1.368
H -2.180 -0.131 -0.450
H -1.798 0.729 1.103

14
Properties=species:S:1:pos:R:3 method="wB97M-V/def2-TZVPD" relative_energy_ev=5.312 gap_ev="7.69 / 7.69" energy_ev=-8830.890
N 1.668 -1.824 0.241
C 0.907 -0.830 0.098
O 1.343 0.391 -0.501
C 0.291 1.206 -0.592
C -0.912 0.672 -0.205
C -1.371 -0.871 -0.631
C -0.508 -0.668 0.465
H 2.595 -1.644 -0.139
H 0.535 2.246 -0.784
H 0.503 1.421 1.978
H -1.739 1.313 0.071
H -1.049 -1.310 -1.579
H -2.452 -0.849 -0.482
H 0.190 0.746 2.061

14
Properties=species:S:1:pos:R:3 method="wB97M-V/def2-TZVPD" relative_energy_ev=1.789 gap_ev=10.72 smiles="C#CCCNC=O" energy_ev=-8834.414
O 0.676 2.501 -0.729
C 0.498 1.479 -1.359
N 0.761 0.232 -0.877
C 1.022 0.025 0.536
C -0.274 -0.219 1.332
C -1.160 -1.118 0.556
C -1.850 -1.751 -0.211
H 0.128 1.481 -2.406
H 0.291 -0.521 -1.351
H 1.501 0.937 0.895
H 1.713 -0.821 0.650
H -0.007 -0.635 2.315
H -0.800 0.736 1.492
H -2.501 -2.325 -0.843

14
Properties=species:S:1:pos:R:3 method="wB97M-V/def2-TZVPD" relative_energy_ev=3.741 gap_ev="7.67 / 7.07" smiles="O=C1C=C=CN1.C" energy_ev=-8832.462
C 2.130 1.157 -0.890
C 0.056 -1.457 0.460
C -0.810 -1.120 -0.605
N -1.970 -0.632 -0.156
C -1.696 -0.126 1.198
O -2.521 0.422 1.871
C -0.347 -0.703 1.507
H 2.099 1.961 -1.629
H 2.796 0.361 -1.231
H 2.489 1.549 0.064
H -0.583 -1.121 -1.670
H -2.733 -0.286 -0.723
H -0.040 -0.749 2.546
H 1.130 0.745 -0.743

14
Properties=species:S:1:pos:R:3 method="wB97M-V/def2-TZVPD" relative_energy_ev=4.643 gap_ev=9.78 energy_ev=-8831.560
O 1.254 2.230 -0.890
C 0.494 1.447 -0.413
C 1.348 -0.060 0.325
C 0.526 -1.233 -0.109
C -0.796 -1.115 -0.213
C -1.536 0.180 0.004
N -0.752 1.420 0.028
H 1.603 -0.107 1.398
H 2.291 0.073 -0.205
H 1.025 -2.173 -0.338
H -1.406 -1.966 -0.509
H -2.116 0.137 0.935
H -2.277 0.300 -0.797
H 0.342 0.866 0.785

14
Properties=species:S:1:pos:R:3 method="wB97M-V/def2-TZVPD" relative_energy_ev=1.119 s_squared=2.02 spin_multiplicity=3 gap_ev="6.36 / 6.97" energy_ev=-8830.278
C -0.333 -1.247 -0.016
C -0.540 0.049 0.017
C 0.814 0.775 -0.012
C 1.136 -1.435 0.000
C -1.730 0.850 0.016
N 1.112 1.997 -0.102
O 1.751 -0.229 0.088
H -0.813 -2.165 0.157
H 1.379 -2.016 0.967
H 1.463 -1.977 -0.985
H -2.048 1.190 -0.946
H -1.549 1.626 0.684
H -2.687 0.456 0.515
H 2.046 2.124 -0.383

15
Properties=species:S:1:pos:R:3 method="wB97M-V/def2-TZVPD" relative_energy_ev=2.422 gap_ev=10.10 smiles="O=C(O)C1=NCCC1" energy_ev=-10881.195
C -2.090 0.006 -0.059
C -0.651 -0.053 -0.079
C 1.463 -0.877 -0.314
C 1.567 0.595 0.222
C 0.175 1.120 -0.096
H -2.442 -1.922 0.247
H 1.972 -1.483 0.505
H 1.913 -1.300 -1.197
H 2.575 1.063 -0.095
H 1.364 0.448 1.512
H -0.118 1.789 0.808
H -0.304 1.672 -1.044
N 0.059 -1.144 -0.283
O -2.886 -1.090 0.185
O -2.597 1.176 -0.312

15
Properties=species:S:1:pos:R:3 method="wB97M-V/def2-TZVPD" relative_energy_ev=5.361 gap_ev=9.37 energy_ev=-10878.257
C -1.584 -0.447 0.250
C -0.363 0.138 -0.317
C -0.419 0.536 -1.651
C 0.798 0.694 1.727
C 1.683 -0.566 -0.172
H -1.488 -0.507 1.616
H -2.613 0.176 -0.063
H -1.792 -1.663 -0.348
H 0.409 0.858 -2.108
H -1.244 0.463 -2.439
H 0.059 1.673 1.667
H 1.521 -0.590 -1.459
N 0.708 0.056 0.511
O 1.526 0.233 2.642
O 2.798 -1.053 0.146

15
Properties=species:S:1:pos:R:3 method="wB97M-V/def2-TZVPD" relative_energy_ev=1.458 gap_ev=10.54 smiles=OCCc1cnco1 energy_ev=-10882.159
C -1.854 -0.488 -0.044
C -0.868 0.255 0.883
C 0.509 0.228 0.234
C 1.492 1.085 -0.062
C 2.275 -0.828 -0.329
H -0.973 0.594 -1.398
H -2.948 -0.513 0.310
H -1.596 -1.553 -0.089
H -1.297 1.302 0.997
H -0.824 -0.071 1.949
H 1.434 2.150 0.035
H 2.745 -1.786 -0.766
N 2.664 0.416 -0.537
O -1.849 0.193 -1.303
O 1.092 -0.984 0.122

15
Properties=species:S:1:pos:R:3 method="wB97M-V/def2-TZVPD" relative_energy_ev=4.135 gap_ev=9.97 energy_ev=-10879.483
C -1.058 0.450 -0.008
C 0.180 0.608 0.988
C 0.215 0.654 -0.903
C 1.315 -0.320 -0.675
C 1.230 -0.494 0.792
H -1.443 -1.548 0.353
H -2.502 -0.894 -0.729
H -1.535 1.395 0.040
H -0.059 1.001 1.974
H -0.056 1.001 -1.945
H 2.146 -0.528 -1.337
H 2.130 -0.753 1.421
N -1.920 -0.680 0.097
O 0.617 1.632 0.033
O 0.739 -1.522 -0.102

15
Properties=species:S:1:pos:R:3 method="wB97M-V/def2-TZVPD" relative_energy_ev=4.117 gap_ev=7.91 energy_ev=-10879.500
C -1.050 -0.670 -0.141
C -1.966 -1.247 -0.941
C 3.175 -0.109 -0.132
C -0.440 -0.532 1.161
C 0.188 0.089 -0.086
N -0.256 1.630 -0.145
O 3.210 -1.232 -0.119
O 3.286 1.055 -0.158
H -1.967 -1.151 -2.010
H -2.528 -2.049 -0.507
H -0.898 -0.016 2.082
H 0.064 -1.508 1.423
H -0.303 1.830 -1.116
H 0.567 2.098 0.221
H -1.082 1.811 0.469

15
Properties=species:S:1:pos:R:3 method="wB97M-V/def2-TZVPD" relative_energy_ev=3.460 gap_ev=10.01 smiles="CNC1(C(=O)O)C=C1" energy_ev=-10880.157
C 0.096 -1.684 -0.489
C 0.597 -1.841 0.717
C 1.763 0.363 -0.070
C 0.483 -0.445 0.296
C -1.494 0.989 -0.492
N -0.635 0.452 0.573
O 2.797 -0.078 -0.409
O 1.586 1.633 0.190
H -0.156 -2.089 -1.502
H 0.759 -2.413 1.659
H -0.936 1.242 -1.536
H -2.312 0.192 -0.663
H -2.047 1.852 0.001
H -1.138 0.284 1.422
H 0.639 1.543 0.301

16
Properties=species:S:1:pos:R:3 method="wB97M-V/def2-TZVPD" relative_energy_ev=5.290 gap_ev="7.67 / 7.50" energy_ev=-21713.259
C 0.837 -1.446 0.227
C 3.000 -1.007 -0.224
C 0.526 -0.163 0.555
C -2.693 1.324 0.106
C -1.819 0.059 -0.133
N 2.095 -1.843 0.017
O 3.828 1.582 -0.207
O -0.538 0.480 0.515
S 2.734 0.702 -0.744
H 0.302 -2.348 0.511
H 4.128 -1.227 -0.251
H -3.309 1.441 -0.812
H -3.296 1.115 1.050
H -1.973 2.256 0.205
H -1.575 -0.143 -1.175
H -2.248 -0.783 0.362

17
Properties=species:S:1:pos:R:3 method="wB97M-V/def2-TZVPD" relative_energy_ev=4.101 gap_ev=8.68 energy_ev=-32549.407
C -0.681 1.644 -0.285
C 0.821 -1.288 1.014
C -1.602 0.681 0.373
C 0.215 0.725 -1.094
C -1.140 -0.674 -0.146
N -0.452 -1.737 0.352
O 2.337 -0.767 -1.360
O 2.430 0.884 0.479
S -2.730 -0.315 -0.677
S 1.601 -0.021 -0.331
H -1.049 2.508 -0.743
H -0.042 2.213 0.377
H 0.760 -0.523 1.831
H 1.468 -2.079 1.268
H -2.017 0.752 1.454
H 0.318 0.357 -2.092
H -0.238 -2.362 -0.419

17
Properties=species:S:1:pos:R:3 method="wB97M-V/def2-TZVPD" relative_energy_ev=4.888 gap_ev=9.55 energy_ev=-14973.294
O 3.296 1.081 0.227
C 2.349 0.793 -0.451
O 1.495 -0.155 -0.058
C 0.478 -0.533 -0.944
C -0.688 -1.289 -0.444
N -0.967 -1.115 0.972
C -1.337 0.733 0.406
O -2.366 1.362 0.519
C -0.857 0.169 -0.907
H 1.971 1.425 -1.278
H 0.835 -0.796 -1.941
H -1.116 -2.121 -1.002
H -1.827 -1.524 1.323
H -1.349 0.459 -1.832
H -0.263 -0.329 1.938
O -0.280 1.039 1.893
H 0.626 0.802 1.579

17
Properties=species:S:1:pos:R:3 method="wB97M-V/def2-TZVPD" relative_energy_ev=2.432 gap_ev=10.69 energy_ev=-14975.750
O 3.598 0.092 0.201
C 2.404 0.053 0.034
C 1.600 -1.206 0.302
O 0.284 -1.187 -0.187
C -0.359 0.022 0.110
C 0.353 1.142 -0.642
O 1.754 1.148 -0.349
C -1.792 -0.036 -0.335
N -2.459 -0.871 -0.969
H 2.123 -2.047 -0.169
H 1.618 -1.356 1.397
H -0.327 0.221 1.198
H 0.232 1.000 -1.725
H -0.023 2.130 -0.355
O -2.938 0.640 0.560
H -2.538 0.845 1.414
H -3.531 -0.591 -0.485

15
Properties=species:S:1:pos:R:3 method="wB97M-V/def2-TZVPD" relative_energy_ev=2.131 gap_ev=9.84 energy_ev=-19669.472
C -2.183 -1.382 -0.732
C -1.428 -1.120 0.668
C -0.636 0.159 0.476
C -0.250 2.087 -0.091
C 0.621 0.199 -0.042
H -2.927 -2.156 -0.704
H -1.292 -1.606 -1.505
H -2.567 -0.343 -1.287
H -0.661 -1.935 0.720
H -1.863 -1.217 1.663
H -0.321 3.127 -0.177
H 2.531 -0.956 1.231
N -1.244 1.399 0.424
O 0.894 1.496 -0.442
S 1.995 -1.021 -0.065

15
Properties=species:S:1:pos:R:3 method="wB97M-V/def2-TZVPD" relative_energy_ev=6.380 gap_ev=8.13 energy_ev=-19665.223
C 0.018 -1.438 -1.070
C 0.391 -0.315 0.031
C 0.656 1.068 -0.670
C -0.955 0.421 0.431
C 0.931 -0.954 1.178
H -0.985 -1.143 -1.614
H 0.761 1.905 0.156
H 1.266 0.978 -1.502
H -1.166 2.007 -0.835
H -2.060 -0.140 0.780
H -0.745 1.245 1.341
H 0.549 -2.221 1.438
N -0.858 1.119 -0.927
O 0.923 -2.397 -1.313
S 1.276 -0.133 2.576

15
Properties=species:S:1:pos:R:3 method="wB97M-V/def2-TZVPD" relative_energy_ev=5.245 gap_ev=9.29 smiles=CCc1cc(S)no1 energy_ev=-19666.357
C -2.374 0.188 0.504
C -1.274 -0.411 -0.394
C 0.133 0.206 -0.328
C 1.281 -0.455 -0.230
C 2.278 0.432 -0.085
H -3.056 1.277 0.397
H -3.263 -0.439 -0.058
H -2.276 0.046 1.630
H -1.494 0.077 -1.466
H -1.084 -1.507 -0.490
H 1.510 -1.426 -0.330
H 3.696 -1.232 1.035
N 1.778 1.684 -0.084
O 0.315 1.532 -0.167
S 3.831 0.029 0.066

15
Properties=species:S:1:pos:R:3 method="wB97M-V/def2-TZVPD" relative_energy_ev=1.783 gap_ev=9.69 smiles="CS[C@@H](C#N)C(C)=O" energy_ev=-19669.819
C 1.911 0.226 -0.709
C -0.924 0.561 -0.805
C -0.783 -0.820 -1.214
C -1.083 0.747 0.722
C -0.804 -0.517 1.524
H 1.619 -0.811 -0.822
H 2.228 0.375 0.362
H 2.766 0.456 -1.301
H -1.688 1.131 -1.278
H 0.197 -0.919 1.406
H -1.413 -1.334 0.997
H -0.999 -0.384 2.653
N -0.366 -1.934 -1.529
O -1.366 1.790 1.253
S 0.705 1.435 -1.259

15
Properties=species:S:1:pos:R:3 method="wB97M-V/def2-TZVPD" relative_energy_ev=1.994 gap_ev=9.74 smiles=C1S[C@H]2O[C@@H]1[C@H]1N[C@H]12 energy_ev=-19669.609
C 1.260 0.675 -0.818
C 0.419 -0.692 1.159
C 0.031 1.085 0.021
C -1.205 0.225 -0.262
C -0.972 -0.984 0.546
H 0.986 0.546 -1.876
H 2.051 1.420 -0.726
H 0.634 -1.168 2.101
H -0.137 2.168 -0.032
H -2.205 0.713 -0.337
H -0.216 -1.213 -1.350
H -1.704 -1.501 1.165
N -1.104 -1.077 -0.896
O 0.376 0.707 1.356
S 1.785 -0.905 -0.053

14
Properties=species:S:1:pos:R:3 method="wB97M-V/def2-TZVPD" relative_energy_ev=4.232 gap_ev=7.41 energy_ev=-17619.414
C -0.354 2.239 1.507
C -1.054 1.004 1.095
C -0.760 3.024 2.488
C 1.106 0.083 -0.039
C -1.214 -0.922 -0.155
N -0.400 0.139 0.368
S -0.986 4.059 3.612
H 0.463 2.582 0.844
H 1.326 0.866 -0.696
H 1.545 0.274 0.839
H 1.314 -0.905 -0.541
H -0.557 -1.825 -0.434
H -1.943 -1.076 0.739
H -1.897 -0.577 -0.884